No. 1
{"formula": "C3H3N3O", "method": "ωB97M-V/def2-TZVPD", "lumo_energy_ev": 0.1, "spin_multiplicity": 1, "homo_lumo_gap_ev": 9.056, "e_homo_ha": -0.3299, "e_tot_ha": -355.51133, "relative_energy_ev": 3.4981, "species": ["O", "N", "C", "C", "N", "C", "N", "H", "H", "H"], "positions_angstrom": [[2.012, -0.606, 2.199], [1.415, -1.242, 1.415], [0.379, -0.387, 0.689], [-0.370, -0.943, -0.315], [-0.754, 0.139, -1.084], [-0.407, 1.281, -0.467], [0.380, 1.081, 0.551], [-0.532, -1.925, -0.639], [-1.390, 0.327, -1.814], [-0.734, 2.275, -0.535]]}

=====

No. 2
{"formula": "C19H20IrN3O6S4", "method": "ωB97M-V/def2-TZVPD", "lumo_energy_ev": [1.3, -0.6], "charge": -1, "spin_multiplicity": 6, "homo_lumo_gap_ev": [3.778, 4.683], "e_homo_ha": [-0.0901, -0.1946], "e_tot_ha": -3048.66880, "species": ["Ir", "O", "C", "C", "C", "C", "C", "C", "N", "H", "H", "H", "H", "H", "H", "H", "O", "N", "C", "C", "C", "C", "C", "S", "H", "H", "H", "H", "N", "C", "C", "C", "C", "C", "C", "S", "O", "O", "O", "H", "H", "H", "H", "H", "H", "C", "O", "C", "S", "S", "H", "H", "H"], "positions_angstrom": [[0.729, -1.374, -0.912], [3.205, -2.282, -0.782], [3.679, -1.733, 0.437], [3.347, -0.277, 0.444], [4.257, 0.670, 0.882], [3.875, 1.995, 0.983], [2.582, 2.329, 0.640], [1.738, 1.335, 0.179], [2.108, 0.057, 0.067], [3.132, -3.241, -0.667], [4.755, -1.882, 0.556], [3.165, -2.200, 1.277], [5.256, 0.355, 1.156], [4.574, 2.750, 1.322], [2.216, 3.345, 0.710], [0.728, 1.563, -0.122], [-1.093, -1.622, -2.215], [-1.684, -2.803, -2.112], [-3.023, -2.853, -2.234], [-3.696, -4.039, -2.143], [-2.973, -5.210, -1.911], [-1.611, -5.142, -1.791], [-0.936, -3.915, -1.901], [0.759, -3.738, -1.799], [-3.494, -1.895, -2.401], [-4.772, -4.044, -2.241], [-3.482, -6.161, -1.813], [-1.015, -6.020, -1.590], [-1.189, 0.546, -0.457], [-1.469, 1.940, -0.375], [-1.866, 2.656, -1.501], [-2.090, 4.021, -1.414], [-1.915, 4.686, -0.203], [-1.527, 3.976, 0.920], [-1.302, 2.605, 0.833], [-2.247, 6.454, -0.120], [-3.627, 6.568, -0.570], [-2.035, 6.798, 1.278], [-1.277, 7.037, -1.036], [-1.374, 0.058, 0.411], [-1.638, 0.071, -1.229], [-2.002, 2.131, -2.443], [-2.407, 4.595, -2.277], [-1.411, 4.510, 1.855], [-1.005, 2.037, 1.713], [1.184, -0.969, 3.538], [1.634, -2.251, 3.132], [0.975, -2.855, 2.061], [1.414, -4.453, 1.670], [-0.402, -2.210, 1.226], [1.845, -0.674, 4.350], [0.153, -1.001, 3.894], [1.250, -0.242, 2.725]]}

=====

No. 3
{"formula": "C23H60Br2ClO8S8", "method": "ωB97M-V/def2-TZVPD", "lumo_energy_ev": 1.5, "charge": -1, "spin_multiplicity": 1, "homo_lumo_gap_ev": 3.098, "e_homo_ha": -0.0571, "e_tot_ha": -10307.55943, "relative_energy_ev": 3.5081, "species": ["C", "C", "Cl", "C", "C", "C", "Br", "C", "C", "Br", "H", "H", "H", "H", "H", "H", "H", "H", "H", "H", "H", "H", "C", "S", "O", "C", "H", "H", "H", "H", "H", "H", "C", "S", "O", "C", "H", "H", "H", "H", "H", "H", "C", "S", "O", "C", "H", "H", "H", "H", "H", "H", "C", "S", "O", "C", "H", "H", "H", "H", "H", "H", "C", "S", "O", "C", "H", "H", "H", "H", "H", "H", "C", "S", "O", "C", "H", "H", "H", "H", "H", "H", "C", "S", "O", "C", "H", "H", "H", "H", "H", "H", "C", "S", "O", "C", "H", "H", "H", "H", "H", "H"], "positions_angstrom": [[1.642, -2.547, 2.344], [0.375, -2.668, 1.309], [1.089, -2.833, -0.422], [-0.537, -1.306, 1.308], [-1.912, -1.643, 0.428], [-3.081, -1.823, 1.562], [-3.871, 0.007, 1.978], [-4.255, -2.909, 1.182], [-5.299, -2.917, 2.488], [-3.590, -4.813, 1.029], [1.329, -2.361, 3.474], [2.312, -3.504, 2.199], [2.306, -1.628, 2.004], [-0.318, -3.590, 1.584], [0.068, -0.412, 0.808], [-0.780, -0.970, 2.418], [-1.774, -2.651, -0.185], [-2.578, -2.213, 2.568], [-4.869, -2.563, 0.239], [-4.757, -2.413, 3.424], [-6.225, -2.238, 2.171], [-5.633, -4.021, 2.685], [-10.700, -3.208, 0.820], [-8.998, -3.575, 1.310], [-8.419, -2.323, 1.900], [-8.353, -3.732, -0.372], [-11.291, -3.032, 1.722], [-10.723, -2.315, 0.192], [-11.115, -4.061, 0.277], [-8.524, -2.806, -0.926], [-8.847, -4.567, -0.875], [-7.279, -3.928, -0.317], [3.492, 0.875, -1.403], [3.714, -0.240, 0.005], [3.531, 0.570, 1.254], [5.491, -0.480, -0.232], [2.447, 1.192, -1.434], [4.134, 1.752, -1.289], [3.737, 0.348, -2.328], [6.007, 0.482, -0.192], [5.669, -0.962, -1.196], [5.864, -1.125, 0.568], [4.911, -5.072, -2.336], [6.464, -4.663, -1.504], [6.365, -3.240, -1.039], [7.482, -4.677, -2.999], [4.110, -5.083, -1.593], [4.687, -4.323, -3.099], [4.992, -6.061, -2.794], [7.096, -3.953, -3.720], [7.476, -5.679, -3.435], [8.505, -4.408, -2.726], [6.978, -1.777, 4.496], [7.780, -0.845, 3.169], [9.184, -0.553, 3.609], [6.813, 0.666, 3.397], [7.452, -2.759, 4.567], [7.094, -1.249, 5.446], [5.918, -1.904, 4.263], [6.939, 1.040, 4.416], [5.759, 0.457, 3.201], [7.170, 1.418, 2.688], [0.377, 4.371, -1.233], [0.822, 4.541, -2.978], [0.805, 3.169, -3.584], [2.551, 4.984, -2.684], [-0.668, 4.058, -1.169], [1.011, 3.619, -0.758], [0.496, 5.334, -0.731], [3.048, 4.193, -2.117], [2.597, 5.926, -2.133], [3.048, 5.105, -3.649], [-6.947, 1.337, -2.306], [-7.888, -0.204, -2.182], [-6.993, -1.316, -2.642], [-9.030, 0.171, -3.533], [-6.141, 1.312, -1.569], [-6.520, 1.434, -3.307], [-7.604, 2.183, -2.094], [-8.472, 0.342, -4.457], [-9.617, 1.057, -3.280], [-9.701, -0.681, -3.668], [0.077, 0.185, 6.725], [0.522, 0.355, 4.980], [0.505, -1.017, 4.375], [2.251, 0.798, 5.275], [-0.968, -0.128, 6.789], [0.711, -0.567, 7.201], [0.196, 1.148, 7.227], [2.748, 0.007, 5.841], [2.297, 1.740, 5.826], [2.748, 0.919, 4.309], [2.243, 7.869, -6.353], [1.589, 8.513, -4.794], [1.693, 7.417, -3.775], [-0.135, 8.589, -5.337], [3.316, 7.704, -6.238], [1.755, 6.923, -6.600], [2.072, 8.598, -7.149], [-0.473, 7.598, -5.647], [-0.225, 9.294, -6.166], [-0.748, 8.935, -4.501]]}

=====

No. 4
{"formula": "C32H59CoN4OP2S", "method": "ωB97M-V/def2-TZVPD", "lumo_energy_ev": [-1.9, -3.6], "charge": 1, "spin_multiplicity": 4, "homo_lumo_gap_ev": [7.336, 6.026], "e_homo_ha": [-0.3382, -0.3540], "e_tot_ha": -4012.42648, "species": ["C", "C", "C", "C", "C", "H", "H", "H", "N", "P", "P", "C", "H", "H", "C", "H", "C", "C", "C", "C", "C", "H", "H", "H", "C", "H", "H", "H", "C", "H", "H", "H", "C", "H", "H", "H", "C", "H", "H", "H", "C", "H", "H", "H", "C", "H", "H", "H", "C", "H", "H", "H", "C", "H", "H", "H", "C", "H", "H", "H", "C", "H", "H", "H", "C", "H", "H", "H", "Co", "C", "O", "N", "C", "C", "C", "C", "C", "H", "H", "H", "H", "H", "H", "H", "H", "H", "C", "N", "C", "S", "N", "C", "H", "H", "H", "H", "H", "H", "H", "H"], "positions_angstrom": [[1.220, 2.473, -1.469], [0.129, 0.783, -2.671], [1.561, 3.143, -2.647], [0.507, 1.352, -3.889], [1.209, 2.562, -3.867], [2.124, 4.064, -2.565], [0.212, 0.858, -4.820], [1.513, 3.029, -4.805], [0.436, 1.395, -1.508], [1.773, 1.427, 1.041], [-1.888, -0.505, -1.164], [1.750, 2.882, -0.108], [2.756, 3.320, -0.214], [1.093, 3.660, 0.313], [-0.609, -0.505, -2.526], [-0.999, -0.889, -3.475], [-2.539, -2.312, -1.064], [-3.269, 0.592, -1.862], [3.438, 0.590, 0.651], [1.893, 2.257, 2.738], [-1.840, -3.042, 0.096], [-2.056, -2.576, 1.066], [-2.200, -4.083, 0.123], [-0.751, -3.063, -0.027], [-4.047, -2.360, -0.788], [-4.312, -1.815, 0.126], [-4.645, -1.986, -1.625], [-4.334, -3.412, -0.639], [-2.221, -3.081, -2.352], [-2.633, -4.100, -2.264], [-2.662, -2.629, -3.249], [-1.136, -3.183, -2.485], [-4.329, 0.772, -0.748], [-3.895, 0.702, 0.260], [-4.771, 1.775, -0.834], [-5.147, 0.048, -0.830], [-2.710, 1.981, -2.219], [-2.234, 2.465, -1.362], [-2.005, 1.942, -3.058], [-3.557, 2.616, -2.521], [-3.871, -0.018, -3.148], [-3.200, -0.707, -3.678], [-4.824, -0.526, -2.961], [-4.089, 0.797, -3.854], [2.210, 1.177, 3.781], [2.175, 1.638, 4.780], [1.463, 0.370, 3.752], [3.205, 0.733, 3.654], [0.520, 2.863, 3.060], [0.222, 3.634, 2.338], [-0.265, 2.097, 3.118], [0.582, 3.345, 4.048], [2.932, 3.392, 2.805], [2.919, 4.036, 1.916], [2.682, 4.026, 3.668], [3.951, 3.028, 2.967], [3.625, 0.541, -0.870], [3.820, 1.531, -1.301], [4.487, -0.102, -1.103], [2.740, 0.109, -1.357], [3.371, -0.849, 1.194], [2.730, -1.480, 0.560], [4.391, -1.266, 1.203], [2.979, -0.899, 2.220], [4.657, 1.315, 1.242], [4.713, 2.365, 0.926], [4.707, 1.250, 2.335], [5.559, 0.815, 0.854], [-0.068, 0.185, 0.364], [-1.149, 1.429, 0.723], [-1.880, 2.319, 0.980], [0.821, -1.347, -0.621], [0.673, -1.608, -1.817], [1.455, -2.570, -2.792], [0.831, -2.572, -4.180], [2.870, -2.022, -2.958], [1.484, -3.995, -2.195], [-0.198, -2.937, -4.173], [0.848, -1.561, -4.604], [1.410, -3.227, -4.843], [3.402, -2.012, -1.997], [3.428, -2.660, -3.657], [2.842, -1.001, -3.370], [1.250, -4.735, -2.972], [2.488, -4.220, -1.812], [0.772, -4.118, -1.366], [-2.421, 1.330, 4.814], [-2.076, 0.475, 3.678], [-1.192, -0.540, 3.733], [-0.213, -1.041, 2.388], [-1.045, -1.218, 4.901], [-2.153, -1.514, 5.817], [-1.753, 1.147, 5.665], [-3.462, 1.158, 5.113], [-2.323, 2.379, 4.509], [-2.253, 0.863, 2.754], [-0.338, -1.949, 4.844], [-2.389, -2.583, 5.763], [-1.835, -1.280, 6.838], [-3.041, -0.934, 5.563]]}

=====

What is the formula in the third record?
C23H60Br2ClO8S8